1 | The following is a quantum chemistry calculation of a single C2H4P2 molecule, from OMol25.

Atoms and positions in Å:
P1 -1.06 -1.48 -0.11
P2 0.57 1.15 1.16
C1 0.04 -0.71 -1.10
C2 -0.69 0.30 -0.21
H1 0.19 0.42 2.27
H2 1.49 0.20 0.92
H3 0.63 -0.81 -1.92
H4 -1.16 0.93 -1.01

The HOMO energy comes out at -8.365 eV. Its structure (SMILES) is P[C@H]1C=P1.

2 | The following is a quantum chemistry calculation of a single C2H4P2 molecule, from OMol25.

Atoms and positions in Å:
P1 -0.22 1.27 0.57
P2 -0.59 -0.85 0.62
C1 0.98 -1.40 -0.35
C2 0.64 -1.36 -1.58
H1 -0.09 -1.15 -2.31
H2 1.89 -1.70 0.13
H3 -1.55 1.67 0.36
H4 -0.36 1.40 1.95

The HOMO energy (alpha / beta) comes out at -8.347 / -8.103 eV.

3 | The following is a quantum chemistry calculation of a single C2H4P2 molecule, from OMol25.

Atoms and positions in Å:
P1 0.34 -1.74 -0.34
P2 -0.86 0.98 1.52
C1 -0.23 1.21 -0.02
C2 0.64 0.26 0.49
H1 0.03 -1.23 -1.56
H2 -0.51 1.65 -1.01
H3 -1.01 -1.75 -0.06
H4 1.60 0.61 0.98

The HOMO energy comes out at -8.284 eV. Its structure (SMILES) is P[C@H]1C=P1.

1 wins, 0.0056 hartree ahead of the next structure.